Run i
Formula: CH3NO2S
Source: the Open Molecules 2025 dataset
Level of theory: ωB97M-V with the def2-TZVPD basis set

Properties
- Multiplicity: 1
- Frontier orbital gap (spin up / spin down): 8.7 / 8.5 eV

Geometry as XYZ:
```
8
CH3NO2S | the Open Molecules 2025 dataset | ωB97M-V with the def2-TZVPD basis set
C -0.8736 2.0406 0.0734
N -0.2501 0.9328 -0.0601
O 0.2587 -3.1306 -1.1633
O 0.4006 0.0827 0.4753
S 1.4825 -2.5750 -0.4847
H -1.1888 2.5208 -0.7610
H -0.9085 2.5020 1.1454
H 1.0792 -2.3732 0.7750
```

Here are the natural (NBO) charges for atoms 1 to 2, given in e:
1 C -0.28
2 N 0.16

Run ii
Formula: CH3NO2S
Source: the Open Molecules 2025 dataset
Level of theory: ωB97M-V with the def2-TZVPD basis set

Properties
- Multiplicity: 1
- Frontier orbital gap: 7.8 eV

Geometry as XYZ:
```
8
CH3NO2S | the Open Molecules 2025 dataset | ωB97M-V with the def2-TZVPD basis set
C -0.0701 1.3914 0.8547
N -0.5876 2.1585 1.6085
O 0.2587 0.5754 0.0903
O -0.1326 -1.6715 -1.2831
S -1.9040 -2.0766 -1.7973
H -0.7934 2.9205 2.1639
H 0.2884 -2.0375 -0.5328
H -0.2827 -0.6202 -1.1139
```

Here are the natural (NBO) charges for atoms 1 to 2, given in e:
1 C 0.90
2 N -0.73

Run iii
Formula: CH3NO2S
Source: the Open Molecules 2025 dataset
Level of theory: ωB97M-V with the def2-TZVPD basis set

Properties
- Multiplicity: 1
- Frontier orbital gap: 9.7 eV

Geometry as XYZ:
```
8
CH3NO2S | the Open Molecules 2025 dataset | ωB97M-V with the def2-TZVPD basis set
C -0.2011 -0.8870 0.7815
N 0.0471 1.1671 -0.6142
O -0.3528 -0.7683 1.9588
O 1.4863 -0.6534 -1.3166
S 1.1741 0.0665 -0.1179
H -1.0574 -1.3194 0.2571
H -0.6724 0.7819 -1.1251
H -0.4238 1.6126 0.1762
```

Here are the natural (NBO) charges for atoms 1 to 2, given in e:
1 C 0.17
2 N -1.02

Preferred: run iii; penalty for the next structure: 17.9 kcal/mol.

Run i
Formula: C3H6N4O5
Source: the Open Molecules 2025 dataset
Level of theory: ωB97M-V with the def2-TZVPD basis set

Properties
- Multiplicity: 1
- SMILES: O=[N+]([O-])/N=[N+](\[O-])O.CCN=C=O
- Frontier orbital gap: 9.8 eV

Geometry as XYZ:
```
18
C3H6N4O5 | the Open Molecules 2025 dataset | ωB97M-V with the def2-TZVPD basis set
C 1.0572 -0.1718 -1.0090
C 0.3098 -2.6540 1.3788
C 0.5475 -1.1452 1.1778
N 0.3614 -0.7167 -0.2017
N -0.4434 1.7086 -0.5305
N 0.4216 2.7759 -0.6159
N -1.5803 1.5948 -1.0083
O 1.1018 2.9651 0.3531
O -1.9408 0.2684 -1.3355
O 1.4770 0.4428 -1.9266
O 0.3834 3.3041 -1.7133
O -2.4109 2.4263 -1.2488
H 0.4972 -2.7302 2.5329
H -0.6534 -3.0134 1.0004
H 1.0129 -3.3457 0.9219
H -0.3784 -0.6489 1.5979
H 1.3797 -0.7859 1.8396
H -1.1424 -0.2743 -1.2129
```

Here are the natural (NBO) charges for atoms 1 to 2, given in e:
1 C 0.88
2 C -0.61

Run ii
Formula: C3H6N4O5
Source: the Open Molecules 2025 dataset
Level of theory: ωB97M-V with the def2-TZVPD basis set

Properties
- Multiplicity: 1
- Frontier orbital gap: 9.4 eV

Geometry as XYZ:
```
18
C3H6N4O5 | the Open Molecules 2025 dataset | ωB97M-V with the def2-TZVPD basis set
C 0.9191 -0.8488 0.6414
C -1.2789 0.5176 -1.6829
C -1.3283 -0.0307 0.1937
N 1.8900 -0.8873 1.5961
N -0.1193 0.1243 0.8213
N -2.4272 0.9522 0.5933
N -1.8442 -1.6308 0.2307
O -3.5807 0.6609 0.2831
O -2.3988 -2.1413 -0.7166
O 0.8329 -1.5729 -0.3307
O -2.0073 1.9159 1.1934
O -1.5811 -2.0116 1.3468
H -2.0948 -0.1052 -1.9945
H -0.2069 0.1555 -1.9284
H -1.2749 1.6240 -1.6749
H 1.8713 -0.1369 2.3859
H 2.6070 -1.5894 1.6624
H -0.0002 0.8384 1.5637
```

Here are the natural (NBO) charges for atoms 1 to 2, given in e:
1 C 0.80
2 C -0.57

Preferred: run ii; penalty for the next structure: 44.9 kcal/mol.

Run i
Formula: C2HFO
Source: the Open Molecules 2025 dataset
Level of theory: ωB97M-V with the def2-TZVPD basis set

Properties
- Multiplicity: 1
- SMILES: FC1=CO1
- Frontier orbital gap (spin up / spin down): 8.4 / 8.3 eV

Geometry as XYZ:
```
5
C2HFO | the Open Molecules 2025 dataset | ωB97M-V with the def2-TZVPD basis set
C 0.6465 0.0050 0.1102
C -0.5402 0.3715 -0.4356
O -0.0517 -1.1176 0.0048
F -1.6922 0.5235 0.0634
H 1.6375 0.2177 0.2573
```

Here are the natural (NBO) charges for atoms 1 to 2, given in e:
1 C 0.19
2 C 0.37

Run ii
Formula: C2HFO
Source: the Open Molecules 2025 dataset
Level of theory: ωB97M-V with the def2-TZVPD basis set

Properties
- Multiplicity: 1
- Frontier orbital gap: 8.7 eV

Geometry as XYZ:
```
5
C2HFO | the Open Molecules 2025 dataset | ωB97M-V with the def2-TZVPD basis set
C 0.5701 -0.0894 -0.0941
C -0.5984 0.5056 0.3496
O 0.3094 -1.3082 0.0056
F -1.7877 0.5820 -0.1740
H 1.5066 0.3100 -0.0871
```

Here are the natural (NBO) charges for atoms 1 to 2, given in e:
1 C 0.17
2 C 0.43

Preferred: run ii; penalty for the next structure: 13.6 kcal/mol.

Run i
Formula: C2H2ClN3O
Source: the Open Molecules 2025 dataset
Level of theory: ωB97M-V with the def2-TZVPD basis set

Properties
- Multiplicity: 1
- Frontier orbital gap (spin up / spin down): 7.7 / 7.5 eV

Geometry as XYZ:
```
9
C2H2ClN3O | the Open Molecules 2025 dataset | ωB97M-V with the def2-TZVPD basis set
C -2.7375 0.9578 0.2087
C -0.9051 -1.0590 -0.5756
N -3.0725 2.0252 0.0638
N 0.2046 -0.2818 -0.0725
N -1.8769 -1.2724 0.3842
O -0.9671 -1.5095 -1.6976
Cl -3.1853 -2.1844 -0.0848
H -0.2190 0.2583 0.6359
H 0.7110 0.0748 -0.8791
```

Here are the natural (NBO) charges for atoms 1 to 2, given in e:
1 C 0.29
2 C 0.68

Run ii
Formula: C2H2ClN3O
Source: the Open Molecules 2025 dataset
Level of theory: ωB97M-V with the def2-TZVPD basis set

Properties
- Multiplicity: 1
- SMILES: Oc1n[nH]nc1Cl
- Frontier orbital gap: 10.3 eV

Geometry as XYZ:
```
9
C2H2ClN3O | the Open Molecules 2025 dataset | ωB97M-V with the def2-TZVPD basis set
C 0.4151 -0.8297 0.2542
C -0.1432 0.3987 -0.1060
H 1.7745 -2.0013 0.7162
H -2.5454 -1.4371 -0.0593
N -0.5493 -1.7363 0.3026
N -1.6379 -1.0214 -0.0253
N -1.4491 0.2387 -0.2762
O 1.7051 -1.0867 0.5024
Cl 0.6443 1.9030 -0.3278
```

Here are the natural (NBO) charges for atoms 1 to 2, given in e:
1 C 0.37
2 C -0.02

Preferred: run ii; penalty for the next structure: 110.8 kcal/mol.

Run i
Formula: C4H6N2O
Source: the Open Molecules 2025 dataset
Level of theory: ωB97M-V with the def2-TZVPD basis set

Properties
- Multiplicity: 1
- SMILES: Nc1c[nH]c(O)c1
- Frontier orbital gap: 8.2 eV

Geometry as XYZ:
```
13
C4H6N2O | the Open Molecules 2025 dataset | ωB97M-V with the def2-TZVPD basis set
N 1.3045 1.6424 0.9612
C 0.5980 0.7037 0.1800
C -0.4464 0.9664 -0.6731
N -0.9291 -0.2509 -1.1099
C -0.2371 -1.2462 -0.5009
O -0.8374 -2.4697 -0.4373
C 0.7788 -0.7073 0.2451
H 0.6584 2.3271 1.3339
H 1.7447 1.1792 1.7484
H -0.8898 1.8936 -0.9947
H -1.7176 -0.4330 -1.7058
H -1.5807 -2.2830 0.1453
H 1.5177 -1.2374 0.8317
```

Here are the natural (NBO) charges for atoms 1 to 2, given in e:
1 N -0.81
2 C 0.10

Run ii
Formula: C4H6N2O
Source: the Open Molecules 2025 dataset
Level of theory: ωB97M-V with the def2-TZVPD basis set

Properties
- Multiplicity: 1
- SMILES: C1=NN=CCOC1
- Frontier orbital gap: 10.1 eV

Geometry as XYZ:
```
13
C4H6N2O | the Open Molecules 2025 dataset | ωB97M-V with the def2-TZVPD basis set
C 1.1728 -0.7123 -0.3761
C -0.0730 0.7141 1.0881
C -0.8097 1.3410 -0.1241
C -0.3222 -1.2672 -0.4241
H 1.4213 -0.4755 -1.4825
H 1.9777 -1.5639 -0.2039
H -0.7894 0.0116 1.6640
H 0.1413 1.5898 1.7488
H -0.4956 2.4052 -0.4079
H -0.6353 -2.4170 -0.3556
N -1.3682 0.7146 -1.0744
N -1.3916 -0.5813 -0.8299
O 1.1719 0.2411 0.7775
```

Here are the natural (NBO) charges for atoms 1 to 2, given in e:
1 C -0.17
2 C -0.15

Run iii
Formula: C4H6N2O
Source: the Open Molecules 2025 dataset
Level of theory: ωB97M-V with the def2-TZVPD basis set

Properties
- Multiplicity: 1
- SMILES: Nc1c[nH]c(O)c1
- Frontier orbital gap: 8.5 eV

Geometry as XYZ:
```
13
C4H6N2O | the Open Molecules 2025 dataset | ωB97M-V with the def2-TZVPD basis set
N 1.1212 1.7876 -0.9257
C 0.3667 0.7820 -0.3108
C -0.4373 0.8905 0.7838
N -0.9976 -0.3729 1.0584
C -0.5189 -1.2350 0.0874
O -0.9193 -2.5377 0.1137
C 0.2961 -0.5834 -0.7759
H 1.3987 2.5215 -0.2879
H 1.9275 1.4303 -1.4186
H -0.6073 1.7307 1.4449
H -2.0096 -0.4217 1.0767
H -0.3941 -2.9770 0.7977
H 0.7740 -1.0149 -1.6436
```

Here are the natural (NBO) charges for atoms 1 to 2, given in e:
1 N -0.80
2 C 0.12

Preferred: run iii; penalty for the next structure: 2.9 kcal/mol.

Run i
Formula: C3H13NO3
Source: the Open Molecules 2025 dataset
Level of theory: ωB97M-V with the def2-TZVPD basis set

Properties
- Expectation value of S²: 0.76
- Charge: +1
- Multiplicity: 2
- Frontier orbital gap (spin up / spin down): 11.0 / 8.0 eV

Geometry as XYZ:
```
20
C3H13NO3 | the Open Molecules 2025 dataset | ωB97M-V with the def2-TZVPD basis set
C -0.0914 1.8183 2.0246
C -0.1552 0.8754 0.9121
C -1.2920 0.1120 0.7111
N -1.4806 -0.6491 -0.3774
H -0.0679 2.8774 1.7385
H -0.9582 1.7694 2.6875
H 0.7998 1.6998 2.6472
H 0.6492 0.8885 0.1867
H -2.1274 0.0683 1.4001
H -2.4238 -0.7012 -0.7584
H -0.8426 -0.4224 -1.1496
H 0.1312 0.9533 -1.8052
H -0.0084 0.7686 -3.3416
O -0.4349 1.1359 -2.5605
H 1.6830 -3.3093 -0.1225
H 0.2158 -2.9085 0.2375
O 1.1439 -2.7006 0.3856
H 1.1595 -1.0325 -0.5890
H 2.4917 -0.6973 -0.9273
O 1.6081 -0.5459 -1.2993
```

Here are the natural (NBO) charges for atoms 1 to 2, given in e:
1 C -0.71
2 C 0.03

Run ii
Formula: C3H13NO3
Source: the Open Molecules 2025 dataset
Level of theory: ωB97M-V with the def2-TZVPD basis set

Properties
- Expectation value of S²: 0.76
- Charge: +1
- Multiplicity: 2
- Frontier orbital gap (spin up / spin down): 7.4 / 4.5 eV

Geometry as XYZ:
```
20
C3H13NO3 | the Open Molecules 2025 dataset | ωB97M-V with the def2-TZVPD basis set
C -0.5187 -0.9404 1.6534
C -1.1442 -1.0162 0.2506
C -0.6879 -2.6777 -1.4529
N -0.2983 -1.6035 -0.8115
H 0.2611 -0.1954 1.6387
H -1.2303 -0.4875 2.3738
H -0.1834 -1.9479 1.7401
H -1.5088 0.0323 0.1007
H -2.0215 -1.6900 0.4081
H -1.7525 -2.7723 -1.7895
H 0.1135 -3.2249 -1.9076
H -1.0634 3.2073 2.3653
H 0.1597 3.0866 1.1946
O -0.0991 3.0427 2.1589
H 0.9179 -1.0713 -2.2456
H 1.5898 0.0919 -2.7745
O 1.6120 -0.8745 -2.8973
H 2.2497 2.5057 0.5459
H 1.7019 3.1925 -0.7241
O 1.9027 3.3425 0.1730
```

Here are the natural (NBO) charges for atoms 1 to 2, given in e:
1 C -0.58
2 C -0.29

Preferred: run i; penalty for the next structure: 81.0 kcal/mol.

Run i
Formula: C5H6O2
Source: the Open Molecules 2025 dataset
Level of theory: ωB97M-V with the def2-TZVPD basis set

Properties
- Multiplicity: 1
- SMILES: C/C=C/[C@H]1OC1=O
- Frontier orbital gap: 9.9 eV

Geometry as XYZ:
```
13
C5H6O2 | the Open Molecules 2025 dataset | ωB97M-V with the def2-TZVPD basis set
C -0.2331 0.4928 0.4226
C -0.6146 1.9332 0.2911
C 1.5628 -1.4715 0.0803
C -0.0072 -1.7505 -0.4545
C -0.6644 -0.4902 -0.4239
O 1.2872 -1.9083 -1.1231
O 2.5142 -0.9871 0.6116
H 0.2102 0.2012 1.3678
H -0.5440 -2.6830 -0.3474
H -1.4044 -0.2805 -1.1968
H -1.1337 2.1328 -0.6501
H 0.2818 2.5618 0.3028
H -1.2548 2.2492 1.1197
```

Here are the natural (NBO) charges for atoms 1 to 2, given in e:
1 C -0.08
2 C -0.66

Run ii
Formula: C5H6O2
Source: the Open Molecules 2025 dataset
Level of theory: ωB97M-V with the def2-TZVPD basis set

Properties
- Multiplicity: 1
- SMILES: C#CCC.O=C=O
- Frontier orbital gap: 10.7 eV

Geometry as XYZ:
```
13
C5H6O2 | the Open Molecules 2025 dataset | ωB97M-V with the def2-TZVPD basis set
C 0.1836 -1.1972 -1.3757
C 0.5442 -1.0959 0.1099
O 0.6615 1.9225 -0.4699
C -0.0756 2.4350 0.2784
O -0.7630 3.1318 0.9166
C -0.8431 0.5764 1.5929
C -0.1487 -0.1089 0.8959
H 0.6182 -0.3781 -1.9597
H 0.5530 -2.1430 -1.7873
H -0.9006 -1.1557 -1.5046
H 1.6271 -1.1271 0.2787
H -1.5196 1.0051 2.2768
H 0.0629 -1.8648 0.7479
```

Here are the natural (NBO) charges for atoms 1 to 2, given in e:
1 C -0.60
2 C -0.49

Run iii
Formula: C5H6O2
Source: the Open Molecules 2025 dataset
Level of theory: ωB97M-V with the def2-TZVPD basis set

Properties
- Multiplicity: 1
- SMILES: C[C@]12OC=C[C@H]1O2
- Frontier orbital gap: 9.8 eV

Geometry as XYZ:
```
13
C5H6O2 | the Open Molecules 2025 dataset | ωB97M-V with the def2-TZVPD basis set
C 1.0797 -1.3196 0.6051
C 0.3667 -1.6990 -0.4484
C 0.9520 0.1437 0.8699
C -0.1170 0.5251 -0.3731
C -1.2946 1.4036 -0.3957
O -0.4392 -0.6701 -0.9178
O 1.1717 0.9168 -0.2711
H 1.6552 -2.0816 1.1311
H 0.1278 -2.6726 -0.7949
H 1.2268 0.7390 1.7175
H -1.0276 2.4613 -0.4222
H -1.7641 1.2253 0.4948
H -1.9374 1.0280 -1.1953
```

Here are the natural (NBO) charges for atoms 1 to 2, given in e:
1 C -0.32
2 C 0.10

Run iv
Formula: C5H6O2
Source: the Open Molecules 2025 dataset
Level of theory: ωB97M-V with the def2-TZVPD basis set

Properties
- Multiplicity: 1
- SMILES: C#C[C@@H](C)OC=O
- Frontier orbital gap: 11.0 eV

Geometry as XYZ:
```
13
C5H6O2 | the Open Molecules 2025 dataset | ωB97M-V with the def2-TZVPD basis set
C -1.2787 -1.2501 -0.0392
C -0.2661 -0.3290 0.6304
O 1.0517 -0.7763 0.2510
C 1.9163 0.0249 -0.4184
O 2.9958 -0.3683 -0.7494
C -0.4614 1.0928 0.3015
C -0.3842 2.2409 -0.0556
H -1.2899 -1.0807 -1.1174
H -2.2877 -1.0873 0.3503
H -0.9780 -2.2827 0.1491
H -0.3124 -0.4561 1.7174
H 1.5367 1.0344 -0.6158
H -0.2421 3.2377 -0.4039
```

Here are the natural (NBO) charges for atoms 1 to 2, given in e:
1 C -0.61
2 C 0.03

Preferred: run ii; penalty for the next structure: 12.3 kcal/mol.